No. 1
Here is C23H39BrIN10O3SiV as an isolated structure from the OMol25 dataset. Energies are from ωB97M-V with the def2-TZVPD basis set.

The geometry in XYZ format:
```
79
Properties=species:S:1:pos:R:3:lowdin_charge:R:1
V -0.54 2.78 1.62 0.80
C 0.35 -0.09 3.35 -0.01
C 1.32 1.00 2.93 -0.54
C 2.74 0.70 3.40 0.00
O 1.25 1.06 1.49 -0.10
C 0.85 2.38 3.43 -0.66
O 0.16 2.50 4.45 0.03
O 1.18 3.35 2.62 -0.14
H 0.71 -1.06 3.00 0.08
H -0.63 0.08 2.92 0.08
H 0.25 -0.10 4.43 0.09
H 3.09 -0.23 2.96 0.08
H 2.76 0.62 4.49 0.09
H 3.41 1.51 3.10 0.09
H 1.81 1.80 1.19 0.08
N -2.09 2.82 -1.47 0.15
C -2.80 2.23 -0.44 -0.53
N -4.05 1.83 -0.54 0.03
N -4.35 1.36 0.69 -0.10
N -3.36 1.49 1.49 -0.08
N -2.32 2.04 0.79 -0.11
C -0.71 2.94 -1.47 -0.50
N 0.01 3.06 -2.56 0.03
N 1.28 3.19 -2.11 -0.08
N 1.31 3.11 -0.82 -0.06
N 0.03 2.98 -0.37 -0.10
H -2.51 2.72 -2.38 0.13
I -0.18 6.32 0.81 0.97
C -1.24 5.67 2.48 -0.75
C -1.56 6.57 3.49 -0.13
C -2.31 6.12 4.56 -0.06
C -2.75 4.80 4.58 -0.04
C -2.39 3.98 3.53 -0.11
N -1.62 4.40 2.51 -0.07
H -1.22 7.59 3.43 0.09
H -2.56 6.79 5.37 0.11
H -3.35 4.41 5.39 0.11
H -2.71 2.95 3.48 0.10
C -0.22 -3.89 0.73 -0.12
C 0.88 -3.46 -0.26 -0.62
C 1.98 -2.81 0.59 -0.10
C 1.46 -4.72 -0.91 -0.09
Si 0.24 -2.21 -1.56 0.44
Br -1.03 -0.76 -0.41 0.62
C -0.94 -3.01 -2.85 -0.63
C -0.17 -3.72 -3.97 -0.09
C -1.85 -4.05 -2.17 -0.11
C -1.89 -1.98 -3.48 -0.12
C 1.62 -1.15 -2.35 -0.61
C 1.05 -0.36 -3.54 -0.10
C 2.80 -2.00 -2.85 -0.09
C 2.17 -0.10 -1.37 -0.13
H 0.22 -4.56 1.47 0.08
H -1.04 -4.42 0.25 0.06
H -0.64 -3.03 1.26 0.04
H 2.23 -3.48 1.43 0.09
H 1.67 -1.84 1.01 0.06
H 2.90 -2.65 0.02 0.06
H 1.90 -5.36 -0.14 0.08
H 2.26 -4.49 -1.63 0.07
H 0.71 -5.31 -1.44 0.06
H 0.55 -4.45 -3.60 0.07
H 0.38 -3.01 -4.60 0.06
H -0.88 -4.25 -4.62 0.08
H -1.30 -4.92 -1.80 0.06
H -2.59 -4.41 -2.90 0.08
H -2.41 -3.61 -1.33 0.08
H -1.36 -1.19 -4.02 0.06
H -2.52 -1.50 -2.73 0.05
H -2.54 -2.49 -4.20 0.08
H 0.77 -1.01 -4.38 0.06
H 1.82 0.34 -3.91 0.09
H 0.19 0.25 -3.26 0.06
H 2.51 -2.76 -3.57 0.06
H 3.32 -2.50 -2.02 0.06
H 3.53 -1.35 -3.34 0.09
H 1.38 0.49 -0.90 0.01
H 2.80 0.60 -1.92 0.08
H 2.77 -0.54 -0.58 0.06
```

Properties
Highest occupied orbital energy (spin up / spin down), eV: -4.5481 / -4.0118
2S+1: 2
E, eV: -157240.322
<S²>: 0.758
Total charge: -1
Largest force on an atom, hartree/bohr: 0.0125

---

No. 2
Here is C23H39BrIN10O3SiV as an isolated structure in a non-equilibrium geometry from the OMol25 dataset. Energies are from ωB97M-V with the def2-TZVPD basis set.

The geometry in XYZ format:
```
79
Properties=species:S:1:pos:R:3:lowdin_charge:R:1
V 3.00 0.19 -0.78 0.68
C 4.28 -1.03 3.05 -0.01
C 4.00 0.20 2.20 -0.49
C 3.83 1.43 3.07 -0.01
O 2.74 -0.06 1.48 -0.13
C 5.15 0.47 1.21 -0.62
O 6.28 0.53 1.65 0.05
O 4.79 0.65 -0.02 -0.12
H 3.59 -1.06 3.90 0.09
H 5.31 -0.98 3.40 0.09
H 4.14 -1.95 2.48 0.07
H 3.05 1.27 3.81 0.09
H 3.56 2.30 2.47 0.08
H 4.78 1.63 3.57 0.10
H 2.18 0.73 1.57 0.03
N 2.42 3.10 -2.53 0.15
C 3.11 2.08 -3.17 -0.49
N 3.57 2.22 -4.39 0.02
N 4.15 1.01 -4.65 -0.10
N 4.03 0.22 -3.65 -0.09
N 3.35 0.88 -2.65 -0.11
C 2.01 3.08 -1.22 -0.48
N 1.41 4.11 -0.63 0.04
N 1.17 3.65 0.63 -0.07
N 1.57 2.44 0.76 -0.08
N 2.14 2.03 -0.42 -0.06
H 2.41 3.99 -3.00 0.13
I 1.19 -1.82 -3.19 0.99
C 2.36 -2.64 -1.68 -0.74
C 2.23 -3.99 -1.40 -0.14
C 3.07 -4.57 -0.47 -0.07
C 4.06 -3.80 0.10 -0.05
C 4.14 -2.46 -0.23 -0.09
N 3.25 -1.85 -1.05 -0.07
H 1.48 -4.57 -1.93 0.09
H 2.96 -5.62 -0.22 0.11
H 4.78 -4.21 0.79 0.11
H 4.94 -1.83 0.14 0.12
C -2.74 -2.70 -0.91 -0.12
C -3.26 -1.28 -1.17 -0.62
C -2.84 -0.94 -2.61 -0.11
C -4.79 -1.31 -1.12 -0.09
Si -2.54 -0.01 0.06 0.42
Br -0.36 -0.47 0.18 0.60
C -3.21 -0.24 1.83 -0.63
C -4.62 0.36 1.96 -0.09
C -3.28 -1.73 2.19 -0.11
C -2.31 0.42 2.89 -0.11
C -2.59 1.78 -0.56 -0.62
C -2.20 2.76 0.55 -0.10
C -4.00 2.16 -1.05 -0.09
C -1.59 2.03 -1.71 -0.11
H -3.08 -3.35 -1.73 0.08
H -3.12 -3.13 0.02 0.06
H -1.64 -2.75 -0.88 0.04
H -3.23 -1.72 -3.27 0.09
H -1.75 -0.91 -2.72 0.02
H -3.23 0.01 -2.97 0.06
H -5.15 -2.01 -1.89 0.09
H -5.25 -0.34 -1.33 0.07
H -5.18 -1.66 -0.16 0.06
H -5.35 -0.09 1.28 0.06
H -4.64 1.44 1.80 0.06
H -4.98 0.18 2.99 0.09
H -4.03 -2.28 1.62 0.06
H -3.56 -1.81 3.25 0.08
H -2.32 -2.24 2.07 0.08
H -2.26 1.50 2.82 0.06
H -1.28 0.04 2.85 0.05
H -2.72 0.16 3.87 0.08
H -2.93 2.80 1.37 0.06
H -2.16 3.77 0.11 0.09
H -1.21 2.56 0.96 0.05
H -4.77 2.04 -0.28 0.07
H -4.33 1.59 -1.92 0.06
H -3.99 3.22 -1.34 0.09
H -0.57 1.91 -1.38 0.03
H -1.71 3.07 -2.03 0.09
H -1.74 1.39 -2.58 0.06
```

Properties
Highest occupied orbital energy (spin up / spin down), eV: -4.2125 / -5.2864
2S+1: 4
E, eV: -157241.992
<S²>: 3.762
Total charge: -1
Largest force on an atom, hartree/bohr: 0.0278

---

No. 3
Here is C23H39BrN5OSi2W as an isolated structure in a non-equilibrium geometry from the OMol25 dataset. Energies are from ωB97M-V with the def2-TZVPD basis set.

The geometry in XYZ format:
```
72
Properties=species:S:1:pos:R:3:lowdin_charge:R:1
W -0.35 0.32 0.00 1.41
C -1.61 2.15 3.64 -0.14
Si -0.01 1.75 2.81 0.46
C 0.29 2.75 1.23 -0.17
C 1.46 1.75 3.94 -0.15
N -0.12 0.19 1.91 -0.26
C -0.40 -1.11 2.38 -0.32
C -0.43 -1.46 3.73 0.00
C -0.75 -2.75 4.09 -0.03
C -1.03 -3.68 3.12 -0.02
C -1.03 -3.32 1.77 -0.02
C -0.75 -2.03 1.41 -0.30
N -0.81 -1.52 0.05 -0.20
Si -1.76 -2.50 -1.25 0.47
C -1.98 -1.43 -2.75 -0.16
C -3.40 -2.86 -0.48 -0.13
C -0.71 -3.96 -1.71 -0.14
H -1.49 3.06 4.23 0.06
H -1.90 1.36 4.33 0.05
H -2.42 2.31 2.94 0.02
H -0.62 3.17 0.79 0.04
H 0.85 2.19 0.45 -0.02
H 0.97 3.59 1.39 0.08
H 2.28 2.36 3.56 0.04
H 1.85 0.74 4.13 0.03
H 1.19 2.16 4.91 0.06
H -0.20 -0.72 4.49 0.12
H -0.78 -3.03 5.13 0.13
H -1.26 -4.70 3.40 0.13
H -1.26 -4.06 1.02 0.10
H -2.39 -0.44 -2.55 0.02
H -2.73 -1.96 -3.36 0.07
H -1.08 -1.35 -3.36 0.02
H -3.92 -1.93 -0.23 0.03
H -3.38 -3.48 0.41 0.04
H -4.01 -3.37 -1.23 0.07
H 0.28 -3.64 -2.07 0.03
H -1.20 -4.46 -2.55 0.06
H -0.56 -4.71 -0.93 0.04
O -0.90 3.41 -4.62 0.17
C -0.49 2.46 -3.81 -0.26
C 0.24 1.32 -4.25 0.07
C 0.59 0.35 -3.35 -0.12
N 0.26 0.50 -2.05 -0.12
C -0.40 1.58 -1.65 -0.40
Br -2.70 0.92 0.17 0.44
C -0.83 2.58 -2.46 0.04
H -0.67 3.26 -5.55 0.16
H 0.50 1.21 -5.30 0.14
H 1.11 -0.55 -3.66 0.13
H -1.40 3.43 -2.12 0.14
C 4.53 0.33 -0.46 -0.03
C 3.04 0.68 -0.62 -0.12
N 2.17 -0.34 0.03 -0.20
C 2.30 -1.62 -0.72 -0.14
C 3.78 -1.95 -0.99 -0.03
N 4.61 -1.11 -0.05 -0.07
C 4.08 -1.27 1.35 -0.03
C 2.70 -0.58 1.40 -0.12
H 5.02 0.91 0.32 0.15
H 5.08 0.45 -1.39 0.15
H 2.77 0.74 -1.67 0.12
H 2.85 1.65 -0.16 0.12
H 1.77 -1.53 -1.67 0.10
H 1.82 -2.40 -0.14 0.13
H 4.10 -1.70 -2.00 0.15
H 4.01 -3.00 -0.80 0.15
H 5.58 -1.43 -0.08 0.21
H 4.80 -0.81 2.03 0.15
H 4.03 -2.33 1.56 0.15
H 2.76 0.38 1.91 0.11
H 2.01 -1.21 1.96 0.12
```

Properties
Highest occupied orbital energy (spin up / spin down), eV: -16.6515 / -16.6517
E, eV: -121583.391
Total charge: +3
Largest force on an atom, hartree/bohr: 0.0232